Record 1
ORCA calculation (wB97M-V/def2-TZVPD) on C49H53N5NiO2PTe as an isolated structure.

Summary:
ΔE to the lowest compared entry with this formula, charge and spin, eV: 0.924
DFT total energy, hartree: -4440.73383
E_LUMO (alpha / beta), eV: -2.3 / -2.9
HOMO level (alpha / beta), Ha: -0.346 / -0.346
Orbital gap (alpha / beta), eV: 7.06 / 6.52

Structure (ORCA input):
```
! wB97M-V def2-TZVPD RIJCOSX def2/J DEFGRID3
* xyz 1 3
Ni 0.77 -0.72 0.68
N -1.64 -1.30 4.05
C -1.14 -0.18 4.63
C -0.16 0.30 3.81
N -0.09 -0.53 2.71
C -1.01 -1.45 2.85
C -1.17 -2.45 1.78
N -0.50 -2.27 0.66
C -0.83 -3.31 -0.18
C -1.74 -4.09 0.48
N -1.97 -3.53 1.72
H -2.42 -1.78 4.34
H -1.34 0.12 5.64
H 0.41 1.18 3.88
H -0.43 -3.42 -1.18
H -2.35 -4.87 0.14
H -2.61 -3.88 2.42
C -4.67 1.46 -3.77
C -3.49 1.05 -2.98
C -2.35 0.42 -3.51
C -1.22 0.10 -2.75
C 0.00 -0.50 -3.39
O 1.10 -0.05 -3.21
C -0.13 -1.75 -4.17
C -1.37 -2.41 -4.27
C -1.50 -3.61 -4.89
C -0.40 -4.11 -5.60
C 0.81 -3.46 -5.50
C 0.97 -2.23 -4.80
C -1.20 0.38 -1.37
O -0.03 0.30 -0.69
C -2.40 0.88 -0.76
C -3.47 1.25 -1.57
C -2.48 1.03 0.68
N -1.78 1.84 1.38
C -0.74 2.63 0.78
C -0.84 4.08 1.34
Te -2.81 5.03 0.98
C -2.39 5.72 -0.96
C -2.25 7.07 -1.22
C -2.08 7.51 -2.52
C -2.07 6.60 -3.60
C -2.24 5.26 -3.34
C -2.31 4.83 -2.01
C -3.47 0.14 1.36
C -3.96 -0.99 0.67
C -4.85 -1.84 1.27
C -5.44 -1.52 2.52
C -5.01 -0.39 3.19
C -4.02 0.42 2.65
H -5.57 1.12 -3.29
H -4.65 1.02 -4.76
H -4.69 2.53 -3.80
H -2.34 0.12 -4.58
H -2.21 -1.99 -3.74
H -2.44 -4.17 -4.99
H -0.43 -5.05 -6.13
H 1.68 -3.95 -5.99
H 1.86 -1.64 -4.82
H -4.40 1.59 -1.10
H -0.83 2.73 -0.30
H 0.28 2.29 1.13
H -0.06 4.72 0.90
H -0.76 3.96 2.41
H -2.37 7.78 -0.44
H -1.88 8.56 -2.69
H -1.93 6.99 -4.57
H -2.14 4.60 -4.19
H -2.42 3.77 -1.79
H -3.53 -1.16 -0.29
H -5.27 -2.72 0.74
H -6.27 -2.11 2.89
H -5.47 -0.07 4.11
H -3.66 1.31 3.14
C 3.44 0.61 -0.93
C 3.94 -0.66 -0.33
C 3.72 -1.84 -1.35
C 5.38 -0.42 -0.13
P 2.94 -1.00 1.19
C 3.54 0.30 2.31
C 3.06 1.58 2.07
C 3.48 2.65 2.89
C 4.41 2.42 3.89
C 4.93 1.15 4.08
C 4.51 0.07 3.30
C 3.32 -2.69 1.96
C 2.87 -2.70 3.39
C 2.40 -3.80 1.31
C 4.73 -3.19 1.75
H 4.09 0.93 -1.74
H 3.39 1.50 -0.26
H 2.44 0.49 -1.31
H 4.12 -1.49 -2.34
H 2.66 -2.05 -1.50
H 4.25 -2.68 -1.02
H 5.79 -0.15 -1.12
H 6.12 -1.13 0.28
H 5.51 0.44 0.46
H 2.34 1.83 1.28
H 3.09 3.68 2.71
H 4.74 3.15 4.63
H 5.66 1.07 4.88
H 4.93 -0.93 3.44
H 1.85 -2.39 3.45
H 3.41 -2.03 4.07
H 2.81 -3.68 3.82
H 1.36 -3.74 1.56
H 2.78 -4.71 1.84
H 2.50 -3.85 0.23
H 5.45 -2.42 2.07
H 4.92 -3.37 0.68
H 4.95 -4.11 2.24
*
```

---

Record 2
ORCA calculation (wB97M-V/def2-TZVPD) on C49H54FFeN10O4Si as an isolated structure.

Summary:
ΔE to the lowest compared entry with this formula, charge and spin, eV: 0.031
DFT total energy, hartree: -4400.81368
E_LUMO, eV: -4.3
HOMO level, Ha: -0.440
Orbital gap, eV: 7.65

Structure (ORCA input):
```
! wB97M-V def2-TZVPD RIJCOSX def2/J DEFGRID3
* xyz 2 6
Fe -1.19 2.38 -0.57
C -3.11 4.22 -2.57
N -2.88 2.79 -2.51
C -4.02 2.00 -2.06
C -4.23 2.26 -0.60
N -3.22 2.65 0.13
C -3.70 2.75 1.45
C -3.08 3.14 2.63
C -3.85 3.13 3.78
C -5.20 2.77 3.76
C -5.83 2.40 2.59
C -5.05 2.40 1.44
N -5.36 2.09 0.12
C -2.03 5.00 -1.87
N -1.31 4.55 -0.89
C -0.54 5.62 -0.44
C 0.37 5.71 0.62
C 0.97 6.94 0.81
C 0.68 8.05 0.01
C -0.23 7.97 -1.03
C -0.83 6.74 -1.22
N -1.78 6.30 -2.14
H -4.05 4.44 -2.06
H -3.21 4.61 -3.59
H -2.44 2.41 -3.33
H -3.76 0.94 -2.17
H -4.94 2.18 -2.62
H -2.04 3.44 2.65
H -3.40 3.43 4.72
H -5.77 2.79 4.68
H -6.88 2.12 2.58
H -6.25 1.81 -0.25
H 0.58 4.87 1.26
H 1.68 7.05 1.63
H 1.18 8.99 0.20
H -0.47 8.83 -1.64
H -2.25 6.86 -2.84
F 1.98 -4.29 -1.19
C 1.94 -3.50 -0.09
C 1.72 -2.16 -0.23
C 1.62 -1.35 0.90
C 1.40 0.10 0.67
O 1.51 0.59 -0.45
C 1.11 0.84 1.87
C 1.24 0.23 3.08
N 1.55 -1.07 3.29
C 1.58 -1.47 4.70
C 1.05 -2.74 5.27
C 2.53 -2.43 5.32
C 1.72 -1.90 2.18
C 2.00 -3.27 2.28
C 2.11 -4.08 1.17
N 2.34 -5.47 1.37
C 1.20 -6.27 1.80
C 1.73 -7.37 2.75
N 3.20 -7.54 2.47
C 3.46 -7.59 1.00
C 3.15 -6.21 0.40
C 0.66 2.26 1.89
O 0.93 3.00 2.81
O -0.14 2.62 0.92
H 1.60 -1.71 -1.21
H 1.09 0.83 3.97
H 1.38 -0.59 5.30
H 0.68 -3.51 4.60
H 0.48 -2.65 6.19
H 3.20 -2.99 4.68
H 2.97 -2.15 6.27
H 2.16 -3.75 3.23
H 0.68 -6.72 0.95
H 0.49 -5.64 2.33
H 1.25 -8.33 2.59
H 1.63 -7.09 3.80
H 3.56 -8.37 2.94
H 3.68 -6.72 2.85
H 2.81 -8.37 0.60
H 4.50 -7.89 0.84
H 2.66 -6.35 -0.56
H 4.07 -5.65 0.23
C -2.06 -3.15 1.56
Si -2.74 -2.45 -0.05
C -4.60 -2.38 0.04
C -2.17 -3.53 -1.47
C -2.10 -0.76 -0.28
C -1.71 0.40 -0.39
H -2.45 -4.15 1.74
H -2.33 -2.51 2.40
H -0.97 -3.19 1.51
H -5.04 -3.37 0.20
H -5.01 -1.99 -0.90
H -4.93 -1.73 0.85
H -2.49 -4.56 -1.34
H -1.08 -3.51 -1.54
H -2.57 -3.16 -2.42
C 3.72 2.00 -4.87
N 3.03 2.15 -3.59
N 1.74 1.65 -3.48
C 1.06 2.41 -2.56
O -0.13 2.11 -2.23
C 1.92 3.45 -2.17
C 3.10 3.27 -2.84
C 4.31 4.13 -2.86
C 1.49 0.27 -3.74
C 0.21 -0.14 -4.10
C -0.03 -1.48 -4.32
C 0.99 -2.41 -4.21
C 2.26 -1.99 -3.87
C 2.52 -0.65 -3.61
H 3.36 1.11 -5.37
H 4.79 1.89 -4.70
H 3.54 2.87 -5.52
H 1.72 4.22 -1.44
H 4.23 4.91 -2.11
H 4.44 4.60 -3.83
H 5.21 3.54 -2.65
H -0.58 0.59 -4.19
H -1.03 -1.80 -4.59
H 0.79 -3.46 -4.40
H 3.07 -2.71 -3.78
H 3.50 -0.33 -3.30
*
```

---

Record 3
ORCA calculation (wB97M-V/def2-TZVPD) on a 10-piece molecular cluster, C49H54N11O2 overall.

Summary:
DFT total energy, hartree: -2652.05784
E_LUMO, eV: 1.8
HOMO level, Ha: -0.063
Orbital gap, eV: 3.49

Structure (ORCA input):
```
! wB97M-V def2-TZVPD RIJCOSX def2/J DEFGRID3
* xyz -1 1
C 2.34 0.91 1.74
C 3.39 2.11 2.24
N 2.80 3.20 2.87
C 5.00 1.89 2.00
N 5.63 2.82 1.00
C 5.64 4.22 1.65
O 6.68 5.08 1.05
O 6.01 5.95 0.33
H 1.23 1.31 1.69
H 2.34 0.10 2.61
H 2.69 0.39 0.74
H 1.76 3.07 2.87
H 5.18 0.79 1.60
H 5.56 1.94 3.05
H 5.75 4.11 2.84
H 4.55 4.65 1.44
H 5.60 6.57 1.03
N 2.58 -1.16 -0.74
C 2.64 -2.50 -0.57
C 2.78 -3.41 -1.61
C 2.86 -2.91 -2.91
C 2.79 -1.54 -3.12
C 2.66 -0.71 -2.02
H 2.58 -2.84 0.46
H 2.83 -4.47 -1.41
H 2.96 -3.59 -3.75
H 2.85 -1.12 -4.12
H 2.61 0.37 -2.13
N 0.35 -2.76 1.79
C -0.68 -2.24 1.09
C -2.01 -2.52 1.34
C -2.31 -3.39 2.38
C -1.28 -3.95 3.12
C 0.02 -3.61 2.79
H -0.39 -1.56 0.29
H -2.79 -2.06 0.74
H -3.35 -3.64 2.60
H -1.48 -4.64 3.93
H 0.86 -4.02 3.35
N -6.08 -3.34 0.83
C -6.02 -4.68 1.01
C -5.88 -5.59 -0.03
C -5.81 -5.09 -1.33
C -5.87 -3.72 -1.54
C -6.00 -2.89 -0.44
H -6.09 -5.02 2.04
H -5.84 -6.65 0.16
H -5.70 -5.77 -2.17
H -5.81 -3.30 -2.54
H -6.05 -1.81 -0.55
N -1.06 -0.04 -4.91
C -1.49 1.07 -5.55
C -1.11 2.36 -5.20
C -0.25 2.52 -4.12
C 0.21 1.40 -3.44
C -0.22 0.15 -3.87
H -2.17 0.89 -6.38
H -1.49 3.21 -5.75
H 0.07 3.51 -3.82
H 0.89 1.49 -2.60
H 0.11 -0.75 -3.37
N -2.91 -5.00 -7.50
C -1.98 -4.29 -8.18
C -1.40 -3.13 -7.70
C -1.81 -2.65 -6.46
C -2.76 -3.36 -5.74
C -3.28 -4.52 -6.30
H -1.70 -4.70 -9.15
H -0.66 -2.60 -8.29
H -1.38 -1.74 -6.05
H -3.10 -3.02 -4.76
H -4.03 -5.10 -5.77
N 0.65 -5.65 5.78
C 0.34 -4.85 6.81
C 1.04 -4.81 8.01
C 2.14 -5.65 8.15
C 2.49 -6.50 7.10
C 1.72 -6.46 5.95
H -0.53 -4.21 6.65
H 0.74 -4.13 8.80
H 2.71 -5.65 9.07
H 3.34 -7.17 7.18
H 1.96 -7.10 5.10
N 6.76 5.59 4.91
C 5.59 5.21 5.47
C 5.15 5.65 6.71
C 5.96 6.52 7.42
C 7.17 6.93 6.87
C 7.52 6.45 5.62
H 4.99 4.52 4.87
H 4.20 5.31 7.11
H 5.65 6.89 8.40
H 7.82 7.62 7.41
H 8.46 6.74 5.15
N -6.64 -0.96 4.33
C -6.55 0.18 5.05
C -6.01 1.36 4.56
C -5.52 1.37 3.26
C -5.59 0.20 2.50
C -6.16 -0.92 3.07
H -6.95 0.13 6.06
H -5.96 2.25 5.18
H -5.08 2.27 2.84
H -5.21 0.18 1.48
H -6.24 -1.85 2.52
N -1.53 5.10 -7.76
C -2.10 6.24 -7.32
C -1.80 7.49 -7.82
C -0.85 7.59 -8.83
C -0.24 6.43 -9.31
C -0.61 5.22 -8.74
H -2.83 6.11 -6.53
H -2.29 8.38 -7.43
H -0.59 8.56 -9.25
H 0.50 6.47 -10.09
H -0.16 4.29 -9.08
*
```

---

The highest DFT total energy belongs to which entry? C49H54N11O2

---

Look up the DFT total energy of the first one. -4440.73383 hartree

---

Look up the DFT total energy of the third one. -2652.05784 hartree